12
Properties=species:S:1:pos:R:3:mulliken_charge:R:1 method="wB97M-V/def2-TZVPD" smiles="ON1CC(F)=CC1=S" homo_ev=-8.5 total_energy_ev=-21300.501 orbital_gap_ev=8.8 charge=0 largest_force_ev_per_a=5.591
S -1.860 0.436 1.432 -0.485
F 1.076 -0.259 -2.800 -0.277
O 0.977 -0.254 1.917 -0.400
N 0.572 -0.157 0.663 0.198
C -0.669 0.113 0.299 0.213
C 1.510 -0.277 -0.418 -0.333
C 0.678 -0.071 -1.615 0.314
C -0.609 0.121 -1.201 -0.482
H 1.945 -1.272 -0.278 0.301
H 0.104 -0.302 2.459 0.328
H 2.282 0.568 -0.441 0.250
H -1.527 0.190 -1.830 0.375